Entry 1:
Formula: C50H100N10
Source: the Open Molecules 2025 dataset
Level of theory: the ωB97M-V functional and the def2-TZVPD basis

Cartesian coordinates (Å):
N (-3.165, -2.072, -0.553)
C (-4.028, -1.084, -0.087)
C (-3.757, -0.816, 1.222)
C (-2.491, -1.524, 1.504)
C (-2.228, -2.292, 0.421)
H (-3.183, -2.420, -1.501)
H (-4.817, -0.655, -0.687)
H (-4.263, -0.124, 1.879)
H (-1.892, -1.383, 2.391)
H (-1.414, -2.967, 0.200)
N (-0.523, -0.744, 0.442)
C (0.714, -0.490, 0.847)
C (1.411, 0.225, -0.163)
C (0.527, 0.372, -1.227)
C (-0.660, -0.238, -0.828)
H (-1.213, -1.218, 1.007)
H (0.989, -0.743, 1.860)
H (2.426, 0.586, -0.082)
H (0.787, 0.787, -2.189)
H (-1.593, -0.531, -1.287)
N (3.074, -0.862, -4.555)
C (2.147, -1.389, -3.650)
C (2.409, -0.883, -2.399)
C (3.476, -0.024, -2.540)
C (3.801, 0.090, -3.865)
H (3.060, -1.041, -5.549)
H (1.458, -2.136, -4.017)
H (1.943, -1.169, -1.467)
H (4.080, 0.542, -1.846)
H (4.552, 0.717, -4.323)
N (0.645, -2.275, 4.637)
C (1.038, -2.446, 5.993)
C (1.338, -1.242, 6.532)
C (1.016, -0.333, 5.486)
C (0.728, -0.974, 4.243)
H (0.370, -3.042, 4.040)
H (1.207, -3.392, 6.486)
H (1.733, -1.106, 7.528)
H (1.198, 0.725, 5.604)
H (0.457, -0.516, 3.303)
N (-3.017, 2.845, -0.396)
C (-3.925, 3.149, -1.358)
C (-4.230, 2.036, -2.073)
C (-3.355, 1.043, -1.674)
C (-2.591, 1.527, -0.631)
H (-2.517, 3.431, 0.257)
H (-4.290, 4.162, -1.283)
H (-4.984, 1.977, -2.844)
H (-3.234, 0.035, -2.042)
H (-1.793, 1.126, -0.025)
C (-4.497, -1.110, -3.416)
C (-4.306, -2.650, -3.221)
N (-3.133, -2.964, -2.325)
C (-1.927, -2.960, -3.187)
C (-0.686, -2.755, -2.383)
C (-3.358, -4.309, -1.857)
C (-4.553, -4.541, -0.969)
H (-4.448, -0.684, -2.414)
H (-5.490, -0.907, -3.819)
H (-3.785, -0.480, -3.949)
H (-5.248, -3.037, -2.833)
H (-4.301, -3.184, -4.171)
H (-1.841, -3.915, -3.705)
H (-2.050, -2.185, -3.943)
H (-0.418, -3.612, -1.766)
H (0.031, -2.538, -3.175)
H (-0.761, -1.883, -1.734)
H (-2.486, -4.533, -1.244)
H (-3.336, -4.986, -2.711)
H (-4.424, -5.367, -0.269)
H (-5.404, -4.799, -1.599)
H (-4.767, -3.702, -0.307)
C (-0.904, 0.234, 2.364)
C (-2.094, 1.109, 2.778)
N (-2.055, 1.381, 4.184)
C (-3.201, 2.027, 4.871)
C (-4.453, 1.114, 4.884)
C (-0.890, 2.277, 4.547)
C (-0.310, 2.132, 5.919)
H (0.102, 0.646, 2.439)
H (-0.982, 0.040, 1.294)
H (-0.962, -0.755, 2.818)
H (-2.084, 2.058, 2.241)
H (-3.085, 0.695, 2.593)
H (-2.949, 2.134, 5.926)
H (-3.437, 3.018, 4.484)
H (-4.244, 0.126, 5.293)
H (-5.140, 1.494, 5.640)
H (-4.937, 0.903, 3.930)
H (-1.228, 3.310, 4.467)
H (-0.020, 2.316, 3.892)
H (-1.070, 2.021, 6.693)
H (0.201, 3.045, 6.224)
H (0.365, 1.283, 6.024)
C (3.274, -6.373, -1.787)
C (1.845, -6.065, -1.284)
N (1.436, -4.735, -1.553)
C (1.402, -4.266, -2.946)
C (0.437, -5.001, -3.852)
C (2.064, -3.785, -0.552)
C (1.126, -2.673, -0.168)
H (3.380, -7.456, -1.715)
H (3.982, -5.953, -1.074)
H (3.600, -6.072, -2.783)
H (1.093, -6.606, -1.858)
H (1.744, -6.282, -0.220)
H (1.185, -3.199, -2.997)
H (2.445, -4.214, -3.258)
H (0.907, -5.932, -4.169)
H (-0.578, -5.186, -3.499)
H (0.314, -4.482, -4.803)
H (2.986, -3.477, -1.044)
H (2.298, -4.269, 0.397)
H (1.469, -2.027, 0.640)
H (0.218, -3.213, 0.099)
H (0.935, -2.062, -1.051)
C (4.570, 2.358, -2.026)
C (4.062, 1.880, -0.699)
N (4.758, 2.633, 0.344)
C (3.916, 2.543, 1.531)
C (4.523, 3.279, 2.762)
C (6.157, 2.243, 0.545)
C (6.198, 0.714, 1.005)
H (3.993, 1.806, -2.769)
H (5.612, 2.114, -2.232)
H (4.356, 3.416, -2.176)
H (2.993, 2.065, -0.591)
H (4.150, 0.811, -0.509)
H (2.899, 2.886, 1.344)
H (3.833, 1.489, 1.798)
H (5.544, 2.951, 2.958)
H (4.477, 4.367, 2.742)
H (3.940, 2.961, 3.626)
H (6.711, 2.737, 1.343)
H (6.725, 2.461, -0.359)
H (7.214, 0.349, 1.153)
H (5.739, 0.037, 0.285)
H (5.733, 0.441, 1.953)
C (-2.173, 5.250, -2.519)
C (-0.816, 4.690, -2.328)
N (-0.299, 4.988, -0.986)
C (0.588, 3.910, -0.608)
C (-0.011, 2.482, -0.569)
C (0.021, 6.357, -0.687)
C (0.099, 6.732, 0.736)
H (-2.682, 5.186, -3.481)
H (-2.105, 6.335, -2.429)
H (-2.859, 4.913, -1.742)
H (-0.883, 3.611, -2.468)
H (-0.025, 4.949, -3.032)
H (1.445, 4.015, -1.274)
H (0.930, 4.035, 0.419)
H (0.584, 1.900, 0.135)
H (-1.055, 2.437, -0.262)
H (0.063, 2.058, -1.570)
H (-0.776, 6.985, -1.084)
H (0.872, 6.763, -1.235)
H (0.082, 7.821, 0.688)
H (1.072, 6.442, 1.131)
H (-0.592, 6.172, 1.366)

Output
Electronic energy in Eh: -2511.56072
ΔE to the lowest compared entry with this formula, charge and spin in eV: 24.9935
Frontier orbital gap in Ha: 0.2645
Net charge: 0
Lowest unoccupied orbital energy in hartree: 0.01604
Largest force on an atom in eV Å⁻¹: 17.41

Mulliken population analysis, charges in e, atoms 1 to 99:
1 N 0.552
2 C -1.313
3 C -3.030
4 C -0.825
5 C -1.079
6 H 0.868
7 H 1.149
8 H 0.755
9 H 0.666
10 H 0.893
11 N 1.354
12 C 0.201
13 C -1.693
14 C -1.526
15 C 0.204
16 H 2.380
17 H -0.314
18 H -0.547
19 H 0.844
20 H 0.200
21 N -0.001
22 C -1.372
23 C 1.069
24 C -0.640
25 C -1.433
26 H 0.250
27 H 1.321
28 H 0.340
29 H 1.519
30 H 0.459
31 N 0.067
32 C -0.522
33 C -1.114
34 C 0.270
35 C 0.657
36 H 0.214
37 H 0.381
38 H 0.418
39 H 0.453
40 H 0.024
41 N -0.050
42 C -1.465
43 C -1.597
44 C 1.240
45 C 0.807
46 H 0.352
47 H 0.963
48 H 0.502
49 H -0.655
50 H -0.285
51 C -0.632
52 C -0.952
53 N 0.798
54 C -2.330
55 C 1.078
56 C -0.379
57 C -1.560
58 H 0.247
59 H 0.528
60 H 0.265
61 H 0.496
62 H 0.306
63 H 0.335
64 H 0.308
65 H 0.688
66 H 0.108
67 H 0.380
68 H 0.107
69 H 0.585
70 H 0.433
71 H 0.431
72 H 0.237
73 C -3.277
74 C -0.596
75 N 0.431
76 C -0.324
77 C -1.403
78 C -0.580
79 C -1.276
80 H 2.980
81 H 0.024
82 H 0.781
83 H 0.492
84 H -1.294
85 H 0.359
86 H 0.362
87 H 0.317
88 H 0.443
89 H 0.324
90 H 0.549
91 H 0.299
92 H 0.250
93 H 0.434
94 H -0.040
95 C -1.274
96 C -0.753
97 N 0.245
98 C 0.503
99 C -2.080

Entry 2:
Formula: C3H2Br2P2
Source: the Open Molecules 2025 dataset
Level of theory: the ωB97M-V functional and the def2-TZVPD basis

Cartesian coordinates (Å):
Br (-3.030, 0.688, -0.092)
C (-1.221, 0.168, -0.086)
P (0.125, 1.289, 0.096)
C (1.427, 0.086, 0.029)
Br (3.271, 0.573, -0.127)
P (1.063, -1.608, 0.127)
C (-0.624, -1.429, 0.314)
H (0.453, 2.255, -0.842)
H (-1.463, -2.022, 0.580)

Output
Electronic energy in Eh: -5946.10903
ΔE to the lowest compared entry with this formula, charge and spin in eV: 2.6813
Frontier orbital gap (spin up / spin down) in Ha: 0.2575 / 0.2574
Net charge: 0
SMILES: BrC1=[PH]=C(Br)P=C1
Lowest unoccupied orbital energy (spin up / spin down) in hartree: -0.04116 / -0.04126
Largest force on an atom in eV Å⁻¹: 7.51

Mulliken charges, unit e, in atom order:
1 Br -0.070
2 C 0.030
3 P 0.047
4 C 0.063
5 Br -0.105
6 P -0.145
7 C -0.306
8 H 0.096
9 H 0.390

Entry 3:
Formula: C25H31AsCl2F6N4O8S4Sm
Source: the Open Molecules 2025 dataset
Level of theory: the ωB97M-V functional and the def2-TZVPD basis

Cartesian coordinates (Å):
Sm (-0.299, 0.479, -0.861)
O (0.200, -0.116, 3.494)
C (0.410, -0.213, 2.148)
O (-0.577, 0.006, 1.370)
C (1.709, -0.534, 1.728)
C (2.916, -0.778, 2.514)
C (4.089, -0.464, 1.942)
C (4.032, 0.304, 0.719)
C (2.909, 0.353, -0.024)
N (1.836, -0.529, 0.258)
C (2.501, 1.357, -1.113)
O (3.741, 2.171, -1.372)
O (1.448, 2.054, -0.796)
H (-0.745, -0.093, 3.592)
H (2.852, -1.199, 3.499)
H (5.030, -0.578, 2.418)
H (4.819, 0.995, 0.460)
Cl (-3.234, -0.072, -0.552)
C (-3.777, -1.094, -1.842)
C (-5.110, -1.064, -2.149)
C (-5.595, -1.824, -3.220)
C (-4.713, -2.592, -3.968)
C (-3.379, -2.612, -3.572)
Cl (-2.292, -3.581, -4.502)
C (-2.835, -1.886, -2.501)
S (-1.152, -1.946, -2.071)
H (-5.741, -0.407, -1.555)
H (-6.630, -1.757, -3.518)
H (-5.036, -3.186, -4.824)
F (3.308, 4.304, -1.746)
C (3.950, 3.418, -1.002)
F (3.717, 3.787, 0.270)
F (5.260, 3.625, -1.213)
S (2.061, 1.561, -3.694)
O (2.228, 0.590, -2.318)
O (2.466, 0.665, -4.772)
N (0.453, 1.682, -3.718)
S (-0.622, 2.800, -3.554)
O (-0.195, 4.166, -3.382)
O (-1.576, 2.292, -2.586)
C (-1.532, 2.806, -5.181)
F (-2.525, 3.737, -5.014)
F (-0.714, 3.217, -6.167)
F (-2.132, 1.654, -5.498)
C (-2.959, 4.375, 0.574)
As (-1.258, 3.419, 0.587)
C (-1.026, 3.608, 2.473)
C (-0.223, 4.992, 0.214)
H (-2.775, 5.300, 1.103)
H (-3.713, 3.812, 1.109)
H (-3.306, 4.573, -0.445)
H (-1.245, 4.653, 2.697)
H (-0.004, 3.413, 2.791)
H (-1.711, 2.929, 3.003)
H (-0.610, 5.719, 0.933)
H (-0.409, 5.318, -0.803)
H (0.848, 4.818, 0.374)
S (-2.993, -2.584, 1.922)
C (-2.007, -2.767, 3.234)
N (-2.320, -2.280, 4.483)
C (-1.440, -2.891, 5.483)
C (-0.210, -3.200, 4.648)
N (-0.783, -3.349, 3.311)
H (-3.316, -2.196, 4.653)
H (-1.837, -3.803, 5.905)
H (-1.180, -2.171, 6.252)
H (0.271, -4.117, 5.001)
H (0.504, -2.381, 4.680)
H (-0.222, -3.379, 2.471)
C (3.097, -3.824, -1.256)
C (2.792, -2.967, -0.031)
C (2.285, -3.841, 1.092)
C (1.817, -1.837, -0.431)
H (3.821, -4.603, -1.043)
H (3.506, -3.248, -2.089)
H (2.217, -4.356, -1.621)
H (3.725, -2.473, 0.224)
H (1.330, -4.290, 0.799)
H (2.064, -3.310, 2.036)
H (2.976, -4.665, 1.321)
H (0.779, -2.217, -0.296)
H (1.993, -1.674, -1.486)

Output
Electronic energy in Eh: -7798.47066
ΔE to the lowest compared entry with this formula, charge and spin in eV: 0.0000
Frontier orbital gap (spin up / spin down) in Ha: 0.2523 / 0.2633
Net charge: -1
Spin multiplicity: 6
Lowest unoccupied orbital energy (spin up / spin down) in hartree: 0.06303 / 0.07390
Largest force on an atom in eV Å⁻¹: 2.15
⟨S²⟩: 8.760

Mulliken charges, unit e, in atom order:
1 Sm 0.381
2 O -0.619
3 C 0.783
4 O -0.219
5 C -0.700
6 C -0.429
7 C -1.706
8 C -0.429
9 C -0.467
10 N 2.121
11 C 0.702
12 O -0.531
13 O -0.191
14 H 0.446
15 H 0.420
16 H 0.479
17 H 0.564
18 Cl -0.062
19 C 0.965
20 C -0.955
21 C -0.327
22 C -0.858
23 C 0.375
24 Cl -0.235
25 C -0.088
26 S -0.474
27 H 0.417
28 H 0.358
29 H 0.392
30 F -0.265
31 C 0.895
32 F -0.264
33 F -0.336
34 S 0.317
35 O -0.274
36 O -0.643
37 N -0.477
38 S 1.364
39 O -0.695
40 O -0.701
41 C 0.381
42 F -0.232
43 F -0.202
44 F -0.189
45 C -1.256
46 As 0.674
47 C -1.364
48 C -1.214
49 H 0.447
50 H 0.367
51 H 0.323
52 H 0.515
53 H 0.358
54 H 0.312
55 H 0.524
56 H 0.341
57 H 0.241
58 S -0.291
59 C -0.163
60 N -0.191
61 C -0.699
62 C -0.145
63 N 0.007
64 H 0.266
65 H 0.353
66 H 0.326
67 H 0.450
68 H 0.058
69 H 0.022
70 C -1.762
71 C 0.998
72 C -1.282
73 C -1.037
74 H 0.451
75 H 0.431
76 H 0.363
77 H 0.025
78 H 0.301
79 H -0.017
80 H 0.476
81 H 0.516
82 H 0.484